No. 1
37
Properties=species:S:1:pos:R:3:forces:R:3 method="wB97M-V/def2-TZVPD" gap_ev=9.61 multiplicity=1 smiles="NC(=O)CC[C@H](NC(=O)[C@@H](N)CCC(N)=O)C(=O)O" e_above_lowest_kcal_mol=32.87 e_homo_ev=-8.930
C 1.072 0.897 1.431 0.3 -0.4 -0.8
C 0.038 1.321 0.316 0.9 0.0 2.5
C 2.437 1.548 1.195 0.6 -1.9 0.0
C 3.133 0.823 0.037 0.4 -0.4 1.0
C 4.179 -0.224 0.486 -0.2 -0.3 0.4
C -1.958 0.793 -0.698 -3.0 -0.6 1.0
C -3.189 1.271 0.182 2.8 -0.5 -1.5
C -2.440 -0.240 -1.700 -0.2 0.7 -0.1
C -2.697 -1.653 -1.066 -0.2 1.0 -1.3
C -1.371 -2.430 -1.162 -1.5 -0.2 -0.5
H 1.254 -0.800 2.637 0.1 0.0 -0.3
H 1.690 -1.091 1.050 -0.4 0.4 0.6
H 0.751 1.450 2.293 -0.9 -0.3 0.7
H 2.248 2.577 0.960 0.2 0.6 0.1
H 3.058 1.357 2.109 -0.5 0.7 -0.7
H 3.506 1.463 -0.730 0.9 0.8 -0.3
H 2.414 0.281 -0.545 -0.6 -0.7 -0.2
H 5.531 -1.440 -0.465 0.5 -0.6 0.5
H 4.995 -0.211 -1.392 -0.5 -0.2 0.1
H -0.566 -0.606 0.455 -1.3 1.9 -0.8
H -1.667 1.734 -1.109 0.5 0.5 -1.0
H -1.634 -0.295 -2.443 -0.4 -0.3 -0.2
H -3.372 0.192 -2.182 1.1 -0.8 0.5
H -3.123 -1.537 -0.071 0.3 -0.2 0.1
H -3.494 -2.061 -1.719 0.6 -0.4 0.5
H -0.668 -4.029 -2.114 2.0 -1.4 -0.2
H -2.324 -3.926 -2.363 1.1 1.1 0.6
H -3.575 2.408 1.542 0.7 0.4 -0.1
N 1.039 -0.585 1.667 0.2 1.1 -0.2
N 4.740 -0.869 -0.657 -0.2 1.2 1.1
N -0.915 0.385 0.159 2.0 -0.6 0.4
N -1.438 -3.450 -2.095 -2.1 0.8 0.4
O 0.026 2.474 -0.095 0.2 -0.5 -0.4
O 4.363 -0.537 1.670 0.0 0.3 -2.7
O -4.295 0.853 0.081 -1.4 -0.2 0.4
O -0.348 -2.100 -0.589 -0.2 -0.9 -0.4
O -2.774 2.252 0.989 -1.6 -0.1 1.0

=====

No. 2
13
Properties=species:S:1:pos:R:3:forces:R:3 method="wB97M-V/def2-TZVPD" gap_ev=9.70 multiplicity=1 smiles="C=C.CSS" e_above_lowest_kcal_mol=30.80 e_homo_ev=-9.101
C 1.548 2.029 -1.012 -1.0 0.0 -1.0
C 0.620 2.464 -0.175 0.3 0.6 0.2
H 1.482 1.029 -1.408 0.1 -0.4 0.0
H 2.153 2.692 -1.617 0.6 0.1 0.7
H -0.205 1.861 0.169 0.2 -0.2 0.2
H 0.647 3.474 0.219 -0.1 0.1 -0.2
C -2.020 -0.491 -0.562 0.1 0.5 0.6
S -0.432 -1.355 -0.516 0.1 -0.1 0.4
S 0.351 -0.805 1.334 -0.3 -0.3 -0.5
H -2.301 -0.403 -1.605 -0.2 -0.1 -0.1
H -1.888 0.506 -0.140 0.0 0.0 -0.3
H -2.797 -0.959 0.037 0.0 -0.3 -0.2
H 0.940 0.302 0.875 0.2 0.1 0.2

=====

Number 1: LUMO energy 0.677 eV, total energy -987.1304 Ha. Number 2: LUMO energy 0.598 eV, total energy -915.4279 Ha.